The following is a DFT calculation (the ωB97M-V functional and the def2-TZVPD basis) of the molecule C4H7NO2.

XYZ file:
```
14
Properties=species:S:1:pos:R:3:forces:R:3
C -0.3230 -1.7529 1.2049 -0.19 -0.09 0.13
O 0.7391 -1.1928 0.4440 0.07 0.12 -0.11
C 0.5179 -0.0565 -0.2364 0.00 0.12 -0.08
N 1.7042 0.4454 -0.6699 0.00 0.04 0.04
C -0.7150 0.4841 -0.4765 0.00 -0.02 0.05
C -0.9030 1.8583 -0.8747 -0.10 0.01 -0.04
O -1.9818 2.3808 -1.0951 0.36 -0.13 0.03
H 0.1450 -2.2524 2.0546 -0.09 0.01 -0.15
H -1.0006 -0.9726 1.5605 0.11 -0.12 0.01
H -0.8773 -2.4796 0.6027 0.06 0.12 0.08
H 1.7294 1.2576 -1.2618 -0.04 -0.12 0.11
H 2.5428 0.1782 -0.1789 -0.14 0.05 -0.07
H -1.6115 -0.0996 -0.3065 0.13 0.07 0.03
H 0.0262 2.4772 -0.9258 -0.17 -0.05 -0.04
```
Forces are in eV/Å.

Values from the calculation:
HOMO energy = -8.642 eV
ΔE to the lowest compared entry with this formula, charge and spin = 151.6 kJ/mol
Lowest unoccupied orbital energy = 0.73 eV

The following is a DFT calculation (the ωB97M-V functional and the def2-TZVPD basis) of a cluster of 8 separate species, C13H42N10O8 in total at a distorted geometry.

XYZ file:
```
73
Properties=species:S:1:pos:R:3:forces:R:3
N 0.6524 2.1666 -3.5730 -1.24 -0.39 -0.17
C -0.5963 1.7632 -3.9749 0.33 -0.65 0.40
N -1.0790 2.3833 -5.0925 0.29 0.47 0.11
O -1.2234 0.8736 -3.3803 0.35 0.48 -0.32
H 1.0955 1.6302 -2.8234 0.10 0.28 -0.02
H 1.0558 2.9723 -4.0075 0.39 -0.05 0.13
H -0.4975 3.0676 -5.5390 -0.03 -0.06 -0.19
H -1.8492 2.0277 -5.6245 -0.15 -0.22 0.31
N 5.1438 -0.7962 -2.1078 -0.64 0.31 0.16
C 5.4225 0.4159 -2.6842 0.34 -0.05 -0.73
N 4.4015 1.3295 -2.5454 -0.18 -0.32 0.69
O 6.4447 0.6645 -3.3062 -0.11 -0.11 0.24
H 5.8126 -1.5390 -2.0624 0.36 0.25 -0.10
H 4.4033 -0.8192 -1.4253 0.06 -0.19 0.06
H 3.5007 1.0320 -2.1658 0.15 0.15 -0.26
H 4.4847 2.2207 -2.9928 0.20 -0.04 -0.18
N -0.3548 -3.5386 3.6504 -0.77 0.38 -0.54
C -0.7940 -2.6777 2.6824 0.36 0.34 -0.70
N -2.1069 -2.8012 2.3008 1.03 -0.52 1.13
O -0.0349 -1.8796 2.1256 -0.35 -0.05 0.36
H 0.6147 -3.5305 3.9006 0.03 0.08 0.10
H -1.0280 -4.0707 4.1672 0.26 -0.20 0.20
H -2.6585 -3.4113 2.8748 -0.58 0.14 -0.34
H -2.5155 -2.1295 1.6822 -0.05 0.05 0.03
N 1.8156 -0.2574 0.6692 0.25 -0.03 -0.31
C 1.2765 0.0798 -0.5199 -0.57 1.31 0.07
N -0.0793 -0.0378 -0.6203 0.50 0.02 0.25
O 1.9437 0.6198 -1.4314 -0.25 -0.73 0.12
H 1.2598 -0.6987 1.3841 0.05 -0.33 -0.28
H 2.8245 -0.3267 0.7247 -0.01 -0.03 0.08
H -0.5871 -0.2390 0.2229 -0.08 -0.16 -0.09
H -0.5723 0.3051 -1.4345 0.15 0.01 -0.10
N 4.5930 1.7511 0.5623 0.07 -0.55 0.89
C 4.8403 0.7394 1.4455 0.58 -0.58 -0.05
N 5.1941 1.1297 2.7085 -0.08 0.78 0.06
O 4.7820 -0.4536 1.1302 -0.32 0.55 0.04
H 4.5609 1.5227 -0.4206 -0.06 0.30 -0.09
H 4.6449 2.6937 0.8960 0.00 0.18 -0.37
H 5.4308 0.5007 3.4497 -0.16 -0.51 -0.31
H 5.3520 2.0986 2.9176 -0.04 0.03 -0.08
C -3.9761 -4.0208 -1.8220 1.23 0.02 0.07
C -3.2608 -3.0335 -0.8951 -1.29 0.20 -0.76
C -1.8187 -2.7340 -1.2552 -0.19 -0.14 -0.52
O -4.0518 -1.8290 -1.0649 0.10 -2.20 1.67
H -3.4692 -4.9895 -1.8060 -0.15 -0.06 0.12
H -3.8729 -3.6437 -2.8404 -0.41 0.03 -0.04
H -5.0088 -4.1255 -1.5065 -0.10 0.00 -0.20
H -3.3585 -3.4389 0.1191 0.15 0.15 0.07
H -1.3355 -2.1450 -0.4765 0.24 -0.38 -0.03
H -1.7784 -2.1354 -2.1693 -0.25 0.13 0.08
H -1.2692 -3.6385 -1.5266 0.17 -0.05 0.58
H -3.7641 -1.1825 -0.4061 -0.04 -0.01 -0.61
C 0.9722 2.7631 3.4742 0.04 0.07 0.36
C 0.2094 1.6461 4.1814 -0.17 0.03 -1.47
C -1.1319 1.3712 3.5247 -0.71 0.37 0.67
O 1.0021 0.4687 4.1277 0.29 -0.20 0.73
H 0.4341 3.7133 3.4969 -0.02 -0.02 0.07
H 1.1782 2.5099 2.4329 -0.01 -0.13 0.02
H 1.9180 2.8743 4.0073 0.07 0.17 -0.19
H 0.0348 1.9454 5.2158 0.20 -0.34 0.16
H -1.0683 1.1845 2.4523 0.19 -0.10 -0.02
H -1.8065 2.2185 3.6757 0.09 0.13 -0.18
H -1.6332 0.5448 4.0354 0.15 -0.21 -0.21
H 0.7628 -0.0645 3.3609 -0.17 0.08 0.05
C -5.1102 1.2675 -0.4006 -0.38 0.42 -0.09
C -4.0774 1.4604 -1.4789 0.91 -0.11 -0.57
O -3.5713 0.1910 -1.8687 0.02 1.41 -0.28
H -4.6606 1.0142 0.5545 0.07 -0.20 0.15
H -5.8410 0.5109 -0.6866 0.14 -0.13 0.00
H -5.6660 2.1983 -0.2599 0.07 0.01 0.08
H -3.2191 2.0470 -1.1272 -0.28 0.36 0.14
H -4.5034 1.9778 -2.3457 -0.10 0.05 0.06
H -2.8323 0.2926 -2.4858 -0.03 0.32 -0.08
```
Forces are in eV/Å.

Values from the calculation:
HOMO energy = -9.205 eV
Lowest unoccupied orbital energy = 0.29 eV

The following is a DFT calculation (the ωB97M-V functional and the def2-TZVPD basis) of the molecule C7H15NO at a distorted geometry.

XYZ file:
```
24
Properties=species:S:1:pos:R:3:forces:R:3
C 1.6835 0.5496 1.2334 -1.39 -2.51 0.30
C 1.1546 1.0020 -0.2019 0.07 -1.05 2.09
C 1.9914 0.1502 -1.1873 1.63 0.63 4.04
C -0.3547 0.7084 -0.2218 1.44 0.35 -1.20
N -1.1866 1.7069 -0.3639 2.00 0.30 1.16
O -2.4267 1.7402 -0.2950 -1.96 -0.63 -0.28
C -0.7426 -0.7287 -0.1266 -0.52 -0.58 1.29
C -1.2105 -1.0271 1.3400 -0.36 2.89 0.38
C -1.7587 -1.2235 -1.2013 -0.93 0.23 3.26
H 0.9244 0.7614 1.9841 0.33 0.60 0.25
H 2.6303 0.9223 1.4748 1.28 1.27 0.33
H 1.8978 -0.6127 1.4876 -0.82 2.17 -1.52
H 1.3273 2.1113 -0.2986 -0.04 -1.06 -0.06
H 1.6312 0.4211 -2.0861 -0.77 -0.02 -3.69
H 1.9489 -0.9211 -0.8530 0.06 1.09 -0.95
H 3.0404 0.5563 -1.0329 -1.01 -0.82 -0.53
H -0.7754 2.6591 -0.3224 0.39 -0.55 -0.39
H 0.1778 -1.3783 -0.1064 -0.78 0.91 -0.84
H -1.6216 -1.9986 1.2991 -0.71 -0.99 0.56
H -1.9055 -0.2107 1.7854 0.58 -1.61 -1.09
H -0.3510 -0.9704 2.0154 -0.08 -0.45 -0.19
H -2.6409 -1.7348 -0.7501 0.44 0.74 0.03
H -1.3224 -1.9812 -1.7076 1.61 -2.29 -2.03
H -2.1110 -0.5018 -1.8649 -0.46 1.39 -0.93
```
Forces are in eV/Å.

Values from the calculation:
HOMO energy = -8.178 eV
ΔE to the lowest compared entry with this formula, charge and spin = 413.4 kJ/mol
Lowest unoccupied orbital energy = 0.87 eV

The following is a DFT calculation (the ωB97M-V functional and the def2-TZVPD basis) of a cluster of 2 separate species, C2H8S3 in total at a distorted geometry.

XYZ file:
```
13
Properties=species:S:1:pos:R:3:forces:R:3
S 1.9566 -1.5400 -0.9031 0.23 -2.71 1.49
S 1.8318 0.3558 -2.0523 -1.00 1.86 -2.56
H 3.0554 -1.9258 -1.5547 0.03 -0.07 0.01
H 2.4617 0.9671 -1.1190 0.89 0.90 1.12
C -0.5362 -0.3362 1.0683 0.12 -2.06 -1.28
C -1.7155 0.4573 0.7729 -2.27 2.78 1.23
S -1.6660 1.4579 -0.8358 1.80 -1.10 1.26
H -0.2777 -0.4120 2.0833 0.75 0.43 1.21
H -0.6093 -1.3693 0.6988 -0.21 0.18 0.06
H 0.0914 0.0958 0.3738 3.13 0.48 -0.31
H -1.8656 1.2296 1.6367 -0.24 -1.40 -1.58
H -2.4874 -0.2728 0.7066 -1.56 0.28 -0.01
H -0.2393 1.2925 -0.8755 -1.67 0.43 -0.62
```
Forces are in eV/Å.

Values from the calculation:
HOMO energy (alpha / beta) = -0.486 / -4.111 eV
<S²> = 0.75
ΔE to the lowest compared entry with this formula, charge and spin = 108.9 kJ/mol
Lowest unoccupied orbital energy (alpha / beta) = 3.41 / 3.40 eV
2S+1 = 2
Charge = -1

The following is a DFT calculation (the ωB97M-V functional and the def2-TZVPD basis) of a cluster of 2 separate species, CH6N3S2 in total at a distorted geometry.

XYZ file:
```
12
Properties=species:S:1:pos:R:3:forces:R:3
C 0.0246 1.4858 0.4582 0.34 -0.73 2.05
N 0.7950 1.5431 1.4745 0.23 0.04 0.94
N -0.9477 1.0754 -0.0267 -1.76 0.89 -1.82
N 0.9806 -1.3332 -0.5718 1.10 4.31 -1.51
S -1.4789 0.2644 -1.3234 -0.55 -0.82 -1.29
S -0.1690 -2.5044 -0.4197 -1.85 -1.62 -0.21
H 0.4530 1.1243 2.3726 0.86 0.33 -1.16
H 1.7255 1.8907 1.3354 0.32 0.37 0.59
H 0.7583 -0.4263 -1.2838 1.23 -3.82 1.69
H 1.8897 -1.7947 -0.7543 -0.79 0.83 -0.05
H -2.8117 0.4572 -1.3295 0.06 0.62 0.51
H -1.2193 -1.7823 0.0686 0.80 -0.40 0.26
```
Forces are in eV/Å.

Values from the calculation:
HOMO energy = -11.691 eV
ΔE to the lowest compared entry with this formula, charge and spin = 359.0 kJ/mol
Lowest unoccupied orbital energy = -5.66 eV
Charge = +1

The following is a DFT calculation (the ωB97M-V functional and the def2-TZVPD basis) of the molecule C4H6N2 at a distorted geometry.

XYZ file:
```
12
Properties=species:S:1:pos:R:3:forces:R:3
C 1.3669 -0.9495 0.6667 0.18 0.05 0.03
N -0.0425 -1.0758 0.4041 -0.17 0.25 -0.31
C -0.7107 -0.1050 -0.0670 0.23 -0.25 -0.05
C -0.3356 1.3526 -0.2298 0.04 0.00 0.03
C -1.9542 -0.5378 -0.6952 -0.85 -0.35 -0.57
N -2.8174 -0.9559 -1.3423 0.61 0.55 0.70
H 1.8211 -1.5658 -0.1171 0.20 0.09 0.17
H 1.7806 0.0638 0.5942 -0.06 -0.12 0.12
H 1.6287 -1.4072 1.6239 -0.10 0.11 -0.09
H 0.1330 1.5183 -1.2070 -0.07 -0.03 0.13
H 0.3583 1.6797 0.5490 -0.10 -0.12 -0.13
H -1.2281 1.9828 -0.1795 0.10 -0.17 -0.03
```
Forces are in eV/Å.

Values from the calculation:
HOMO energy = -10.283 eV
ΔE to the lowest compared entry with this formula, charge and spin = 131.2 kJ/mol
Lowest unoccupied orbital energy = 0.50 eV

The following is a DFT calculation (the ωB97M-V functional and the def2-TZVPD basis) of the molecule C6H6N2O at a distorted geometry.

XYZ file:
```
15
Properties=species:S:1:pos:R:3:forces:R:3
N -0.8465 2.8192 1.6160 -0.49 0.19 0.29
C -0.5647 1.7946 1.1797 2.29 -1.67 -1.44
C 0.3234 0.6624 0.1866 -0.54 1.16 0.76
N 1.4176 1.4552 -0.4825 -0.88 0.30 0.85
C -0.7141 0.2530 -0.8322 -0.53 -1.00 -1.19
C -0.9894 -1.0584 -1.0792 1.65 1.72 3.46
C -0.4778 -2.0320 -0.0764 1.86 -2.41 -0.83
C 0.4214 -1.7126 0.9225 -2.81 2.06 -3.56
O 0.8513 -0.3810 0.9930 -0.15 0.55 -0.07
H 2.3332 1.5562 -0.0003 -1.23 -0.61 0.14
H 1.0701 2.4294 -0.6060 0.26 -1.09 0.00
H -1.2479 1.0648 -1.3768 0.76 -0.61 0.47
H -1.7167 -1.4214 -1.7402 -0.77 -0.10 -1.06
H -0.5917 -3.1417 -0.4505 -0.08 2.12 1.63
H 0.7319 -2.2877 1.7463 0.63 -0.62 0.56
```
Forces are in eV/Å.

Values from the calculation:
HOMO energy = -8.850 eV
ΔE to the lowest compared entry with this formula, charge and spin = 275.9 kJ/mol
Lowest unoccupied orbital energy = 0.23 eV

The following is a DFT calculation (the ωB97M-V functional and the def2-TZVPD basis) of a structure of composition C14H26N3RuS4 at a distorted geometry.

XYZ file:
```
48
Properties=species:S:1:pos:R:3:forces:R:3
Ru -0.1619 -0.0467 -0.4101 0.11 -0.34 -0.88
C 0.7218 0.7097 3.2460 -0.34 -0.14 -0.31
C 1.9183 1.3104 2.5296 0.18 -0.10 -0.43
S 2.2370 0.5344 0.8973 -0.22 0.28 0.02
C 2.6364 1.9633 -0.1732 0.09 -0.34 0.14
C 1.6713 3.1363 -0.1717 -0.34 -0.04 -0.14
S -0.1170 2.7269 -0.2971 0.11 -0.22 0.42
C -0.7344 3.1761 1.3866 0.07 0.03 -0.43
C -1.5404 2.1021 2.0922 0.28 -0.36 0.09
S -0.7874 0.4415 2.2470 -0.14 0.37 -0.08
H 0.4377 1.3432 4.0870 0.02 -0.11 0.08
H 0.9491 -0.2877 3.6257 0.01 0.08 0.06
H 2.8128 1.1671 3.1396 -0.06 0.02 -0.05
H 1.7923 2.3741 2.3667 0.02 0.08 0.03
H 2.7026 1.5141 -1.1671 0.05 0.04 0.05
H 3.6283 2.3245 0.1093 -0.04 -0.06 -0.10
H 1.8866 3.7514 -1.0484 0.03 0.02 0.13
H 1.7913 3.7619 0.7113 -0.03 0.04 -0.08
H -1.3819 4.0399 1.2236 0.07 0.00 0.13
H 0.1128 3.4999 1.9858 -0.02 0.03 -0.04
H -2.4769 1.9151 1.5692 -0.09 -0.01 0.07
H -1.7753 2.4332 3.1044 -0.12 0.05 -0.04
N -2.5931 0.2740 -0.8683 0.61 0.30 -0.16
C -3.6520 -0.3882 -0.0962 -0.53 -0.34 0.13
C -3.5710 -1.9082 -0.2071 0.35 0.28 0.29
C -2.4151 -2.5085 0.5853 -0.56 -0.18 0.16
N -1.1167 -2.2496 -0.0485 0.69 0.38 -0.26
H -2.7468 1.2829 -0.8759 -0.04 -0.18 -0.14
H -2.6572 -0.0330 -1.8408 0.09 0.17 0.11
H -4.6413 -0.0679 -0.4482 0.20 0.07 0.09
H -3.5553 -0.0978 0.9540 -0.07 0.02 -0.05
H -3.4923 -2.1995 -1.2563 -0.08 -0.07 -0.13
H -4.4994 -2.3357 0.1696 -0.01 0.02 -0.01
H -2.5782 -3.5888 0.6768 0.11 0.15 0.06
H -2.3923 -2.0790 1.5882 -0.03 -0.09 0.03
H -1.1382 -2.6425 -0.9916 0.25 -0.02 0.17
H -0.3802 -2.7324 0.4707 -0.19 -0.06 -0.27
S 0.0269 0.1005 -3.0186 -0.43 0.33 1.08
C 1.2599 -1.1063 -2.7789 0.22 -0.20 -0.31
C 1.9517 -1.7382 -3.8109 -0.09 0.07 0.39
C 2.9341 -2.6546 -3.4673 -0.12 0.11 0.14
C 3.2009 -2.9059 -2.1263 -0.20 0.13 0.18
C 2.4480 -2.2462 -1.1641 0.58 -0.53 -0.02
N 1.5007 -1.3785 -1.4876 -0.58 0.46 -0.03
H 1.7156 -1.5115 -4.8386 0.00 0.04 -0.06
H 3.4880 -3.1654 -4.2387 0.09 -0.05 -0.08
H 3.9696 -3.5999 -1.8275 0.04 -0.06 0.03
H 2.6107 -2.4106 -0.1069 0.07 -0.05 0.03
```
Forces are in eV/Å.

Values from the calculation:
HOMO energy (alpha / beta) = -14.309 / -14.105 eV
<S²> = 8.77
ΔE to the lowest compared entry with this formula, charge and spin = 15.8 kJ/mol
Lowest unoccupied orbital energy (alpha / beta) = -5.13 / -8.23 eV
2S+1 = 6
Charge = +2

Repeat the eighth record exactly.
The following is a DFT calculation (the ωB97M-V functional and the def2-TZVPD basis) of a structure of composition C14H26N3RuS4 at a distorted geometry.

XYZ file:
```
48
Properties=species:S:1:pos:R:3:forces:R:3
Ru -0.1619 -0.0467 -0.4101 0.11 -0.34 -0.88
C 0.7218 0.7097 3.2460 -0.34 -0.14 -0.31
C 1.9183 1.3104 2.5296 0.18 -0.10 -0.43
S 2.2370 0.5344 0.8973 -0.22 0.28 0.02
C 2.6364 1.9633 -0.1732 0.09 -0.34 0.14
C 1.6713 3.1363 -0.1717 -0.34 -0.04 -0.14
S -0.1170 2.7269 -0.2971 0.11 -0.22 0.42
C -0.7344 3.1761 1.3866 0.07 0.03 -0.43
C -1.5404 2.1021 2.0922 0.28 -0.36 0.09
S -0.7874 0.4415 2.2470 -0.14 0.37 -0.08
H 0.4377 1.3432 4.0870 0.02 -0.11 0.08
H 0.9491 -0.2877 3.6257 0.01 0.08 0.06
H 2.8128 1.1671 3.1396 -0.06 0.02 -0.05
H 1.7923 2.3741 2.3667 0.02 0.08 0.03
H 2.7026 1.5141 -1.1671 0.05 0.04 0.05
H 3.6283 2.3245 0.1093 -0.04 -0.06 -0.10
H 1.8866 3.7514 -1.0484 0.03 0.02 0.13
H 1.7913 3.7619 0.7113 -0.03 0.04 -0.08
H -1.3819 4.0399 1.2236 0.07 0.00 0.13
H 0.1128 3.4999 1.9858 -0.02 0.03 -0.04
H -2.4769 1.9151 1.5692 -0.09 -0.01 0.07
H -1.7753 2.4332 3.1044 -0.12 0.05 -0.04
N -2.5931 0.2740 -0.8683 0.61 0.30 -0.16
C -3.6520 -0.3882 -0.0962 -0.53 -0.34 0.13
C -3.5710 -1.9082 -0.2071 0.35 0.28 0.29
C -2.4151 -2.5085 0.5853 -0.56 -0.18 0.16
N -1.1167 -2.2496 -0.0485 0.69 0.38 -0.26
H -2.7468 1.2829 -0.8759 -0.04 -0.18 -0.14
H -2.6572 -0.0330 -1.8408 0.09 0.17 0.11
H -4.6413 -0.0679 -0.4482 0.20 0.07 0.09
H -3.5553 -0.0978 0.9540 -0.07 0.02 -0.05
H -3.4923 -2.1995 -1.2563 -0.08 -0.07 -0.13
H -4.4994 -2.3357 0.1696 -0.01 0.02 -0.01
H -2.5782 -3.5888 0.6768 0.11 0.15 0.06
H -2.3923 -2.0790 1.5882 -0.03 -0.09 0.03
H -1.1382 -2.6425 -0.9916 0.25 -0.02 0.17
H -0.3802 -2.7324 0.4707 -0.19 -0.06 -0.27
S 0.0269 0.1005 -3.0186 -0.43 0.33 1.08
C 1.2599 -1.1063 -2.7789 0.22 -0.20 -0.31
C 1.9517 -1.7382 -3.8109 -0.09 0.07 0.39
C 2.9341 -2.6546 -3.4673 -0.12 0.11 0.14
C 3.2009 -2.9059 -2.1263 -0.20 0.13 0.18
C 2.4480 -2.2462 -1.1641 0.58 -0.53 -0.02
N 1.5007 -1.3785 -1.4876 -0.58 0.46 -0.03
H 1.7156 -1.5115 -4.8386 0.00 0.04 -0.06
H 3.4880 -3.1654 -4.2387 0.09 -0.05 -0.08
H 3.9696 -3.5999 -1.8275 0.04 -0.06 0.03
H 2.6107 -2.4106 -0.1069 0.07 -0.05 0.03
```
Forces are in eV/Å.

Values from the calculation:
HOMO energy (alpha / beta) = -14.309 / -14.105 eV
<S²> = 8.77
ΔE to the lowest compared entry with this formula, charge and spin = 15.8 kJ/mol
Lowest unoccupied orbital energy (alpha / beta) = -5.13 / -8.23 eV
2S+1 = 6
Charge = +2